Computed, not measured: C27H35FHgN4P2 as an isolated structure in a non-equilibrium geometry, with ωB97M-V/def2-TZVPD.

The gap between HOMO and LUMO comes out at 6.591 eV. The calculation puts the energy above the lowest of the compared OMol25 structures with the same formula, charge and spin at 9.6 kcal/mol. The value obtained for the HOMO energy is -7.5216 eV.

The geometry in ORCA input format:
```
! RIJCOSX wB97M-V def2-TZVPD def2/J DEFGRID3
* xyz 0 1
Hg -0.315 -2.148 0.644
C -0.733 3.127 5.467
C -1.358 2.268 4.661
C -1.057 2.020 3.216
C 0.178 1.134 2.937
C 1.532 1.729 3.227
C 1.874 3.002 3.463
C 0.951 4.148 3.720
C 0.306 4.159 5.138
C 0.052 -3.233 2.438
H -1.063 3.188 6.509
H -2.193 1.664 5.042
H -0.994 2.930 2.611
H -1.931 1.490 2.813
H 0.075 0.197 3.514
H 0.115 0.846 1.866
H 2.323 0.985 3.102
H 2.939 3.240 3.544
H 0.173 4.268 2.956
H 1.592 5.044 3.678
H 1.124 4.015 5.862
H -0.088 5.181 5.318
H -0.902 -3.647 2.768
H 0.555 -2.665 3.224
H 0.696 -4.047 2.049
P 1.518 -1.601 -1.160
P -2.002 -1.050 -0.887
N 2.799 -0.410 -1.183
N 2.389 -2.706 -2.219
N -2.071 0.681 -1.157
N -3.650 -1.306 -1.550
C 0.370 -0.757 -2.313
C -1.009 -1.446 -2.381
C 3.593 0.006 -0.107
C 4.505 0.948 -0.567
C 4.270 1.128 -1.971
C 3.225 0.285 -2.324
C 2.655 -4.027 -1.852
C 2.910 -4.771 -2.995
C 2.815 -3.876 -4.111
C 2.475 -2.623 -3.610
C -1.913 1.640 -0.150
C -1.795 2.898 -0.732
C -1.902 2.720 -2.154
C -2.064 1.363 -2.387
C -4.430 -0.579 -2.466
C -5.492 -1.367 -2.891
C -5.367 -2.633 -2.225
C -4.239 -2.574 -1.431
H 0.790 -0.693 -3.325
H 0.292 0.277 -1.935
H -1.551 -1.135 -3.287
H -0.911 -2.546 -2.376
H 3.438 -0.405 0.878
H 5.258 1.470 0.010
H 4.789 1.783 -2.655
H 2.729 0.139 -3.270
H 2.652 -4.367 -0.835
H 3.187 -5.814 -3.009
H 2.975 -4.099 -5.151
H 2.236 -1.706 -4.119
H -1.946 1.332 0.883
H -1.656 3.836 -0.217
H -1.883 3.485 -2.916
H -2.202 0.834 -3.319
H -4.193 0.437 -2.735
H -6.251 -1.071 -3.602
H -6.036 -3.479 -2.334
H -3.786 -3.300 -0.770
F 0.627 -3.816 -0.857
*
```